(1)
This record from OMol25 describes a 2-piece molecular cluster, C3H8O overall. The level of theory is ωB97M-V with the def2-TZVPD basis set.

**Structure (SMILES)**: C=O.CC
**HOMO-LUMO gap**: 10.992 eV
**F_max**: 2.38 eV/Å
**Calculated total energy**: -5286.766 eV
**LUMO level**: 0.7 eV

ORCA input file:
```
! wB97M-V def2-TZVPD RIJCOSX def2/J DEFGRID3
* xyz 0 1
C -0.8614 -1.3408 -0.5218
C 0.4448 -1.7164 0.2659
H -0.6489 -0.4082 -1.0453
H -1.2089 -2.1399 -1.1641
H -1.6081 -1.0406 0.2139
H 0.8418 -0.7811 0.6500
H 1.0143 -2.3602 -0.3925
H 0.1661 -2.2466 1.1783
O -0.2191 2.7145 1.1134
C 0.5475 2.9589 0.2180
H 0.8713 4.0035 0.1715
H 0.6606 2.3569 -0.6872
*
```

natural (NBO) atomic charge list, values in e, 5 entries: atom 1 (C): -0.60, atom 2 (C): -0.61, atom 3 (H): 0.19, atom 4 (H): 0.20, atom 5 (H): 0.20


(2)
This record from OMol25 describes a 2-piece molecular cluster, C3H8O overall. The level of theory is ωB97M-V with the def2-TZVPD basis set.

**Structure (SMILES)**: C=CC.O
**HOMO-LUMO gap**: 10.239 eV
**F_max**: 1.38 eV/Å
**Calculated total energy**: -5286.788 eV
**LUMO level**: 1.0 eV

ORCA input file:
```
! wB97M-V def2-TZVPD RIJCOSX def2/J DEFGRID3
* xyz 0 1
C -1.1219 -0.6649 0.5756
C 0.0081 -0.4454 -0.3820
C 1.3012 -0.4702 -0.0327
O -0.0753 1.8628 -0.2160
H -2.0513 -0.1575 0.3000
H -1.2995 -1.7442 0.5696
H -0.8539 -0.3620 1.5924
H -0.2733 -0.3426 -1.4314
H 2.0911 -0.4428 -0.7750
H 0.7433 1.3329 -0.0452
H 1.5825 -0.6107 1.0077
H -0.0510 2.0447 -1.1630
*
```

natural (NBO) atomic charge list, values in e, 5 entries: atom 1 (C): -0.65, atom 2 (C): -0.08, atom 3 (C): -0.55, atom 4 (O): -0.95, atom 5 (H): 0.23


(3)
This record from OMol25 describes a 2-piece molecular cluster, C3H8O overall. The level of theory is ωB97M-V with the def2-TZVPD basis set.

**Structure (SMILES)**: C=CC.O
**HOMO-LUMO gap**: 10.662 eV
**F_max**: 3.57 eV/Å
**Calculated total energy**: -5286.782 eV
**LUMO level**: 0.9 eV

ORCA input file:
```
! wB97M-V def2-TZVPD RIJCOSX def2/J DEFGRID3
* xyz 0 1
C -0.0407 1.9526 -1.8290
C -0.4455 0.5142 -1.5684
C -0.2457 -0.5887 -2.2618
H -0.3865 2.1049 -2.8763
H -0.5014 2.7006 -1.2012
H 1.0439 2.0351 -1.8496
H -0.5397 0.4691 -0.4829
H -0.4698 -1.5950 -1.9415
H -0.1552 -0.4423 -3.3459
H 1.0745 -2.3783 4.6208
H -0.1536 -1.5550 3.9649
O 0.5284 -1.5887 4.6068
*
```

natural (NBO) atomic charge list, values in e, 5 entries: atom 1 (C): -0.65, atom 2 (C): -0.16, atom 3 (C): -0.41, atom 4 (H): 0.21, atom 5 (H): 0.22


(4)
This record from OMol25 describes a 2-piece molecular cluster, C3H8O2 overall. The level of theory is ωB97M-V with the def2-TZVPD basis set.

**Structure (SMILES)**: C=O.CCO
**HOMO-LUMO gap**: 11.059 eV
**F_max**: 0.97 eV/Å
**Calculated total energy**: -7334.286 eV
**LUMO level**: 0.9 eV

ORCA input file:
```
! wB97M-V def2-TZVPD RIJCOSX def2/J DEFGRID3
* xyz 0 1
O 1.6494 0.6180 1.2705
C 1.9345 -0.5361 1.4348
H 2.6544 -0.8105 2.2287
H 1.4763 -1.3621 0.8655
C -1.1953 -0.2413 -0.2522
O -0.6926 -1.4112 -0.8935
C -0.6061 1.0802 -0.7297
H -0.9613 -0.3695 0.8053
H -2.2844 -0.1924 -0.3304
H -0.5704 -1.1751 -1.8272
H 0.0025 1.5675 0.0219
H -1.4110 1.7872 -0.9562
H 0.0039 1.0453 -1.6374
*
```

natural (NBO) atomic charge list, values in e, 5 entries: atom 1 (O): -0.51, atom 2 (C): 0.28, atom 3 (H): 0.10, atom 4 (H): 0.13, atom 5 (C): -0.07


(5)
This record from OMol25 describes one molecule with the formula C3H8O2. The level of theory is ωB97M-V with the def2-TZVPD basis set.

**Structure (SMILES)**: COCCO
**HOMO-LUMO gap**: 10.916 eV
**F_max**: 1.99 eV/Å
**Calculated total energy**: -7334.542 eV
**LUMO level**: 1.0 eV

ORCA input file:
```
! wB97M-V def2-TZVPD RIJCOSX def2/J DEFGRID3
* xyz 0 1
C 0.9230 0.6296 -1.3840
C 0.3794 -0.6397 0.5464
C -0.8726 -0.0298 1.1506
H 0.6387 0.6348 -2.4562
H 0.5653 1.6297 -0.8989
H 2.0695 0.5703 -1.2039
H 0.4824 -1.7026 0.7778
H 1.3117 -0.1349 0.8933
H -0.9085 1.0802 0.9750
H -0.9112 -0.1661 2.2444
H -1.9061 -0.6694 -0.3558
O 0.2552 -0.5646 -0.8718
O -2.0267 -0.6374 0.5832
*
```

natural (NBO) atomic charge list, values in e, 5 entries: atom 1 (C): -0.27, atom 2 (C): -0.10, atom 3 (C): -0.09, atom 4 (H): 0.20, atom 5 (H): 0.17


(6)
This record from OMol25 describes one molecule with the formula C3H8O2. The level of theory is ωB97M-V with the def2-TZVPD basis set.

**Structure (SMILES)**: C[C@@H](O)CO
**HOMO-LUMO gap**: 10.738 eV
**F_max**: 4.03 eV/Å
**Calculated total energy**: -7334.378 eV
**LUMO level**: 0.7 eV

ORCA input file:
```
! wB97M-V def2-TZVPD RIJCOSX def2/J DEFGRID3
* xyz 0 1
C 1.2337 -0.7845 -0.2878
C 0.5295 0.3712 0.3639
C -1.0161 0.2136 0.6181
H 0.9304 -1.6885 0.3052
H 0.8603 -0.9431 -1.3207
H 2.3972 -0.5173 -0.1967
H 1.0044 0.4410 1.3395
H 0.2484 1.3392 -1.1425
H -1.2749 -0.8108 1.0716
H -1.6649 1.0081 1.0475
H -2.4780 -0.1775 -0.7892
O 0.7083 1.5382 -0.3220
O -1.4783 0.0103 -0.6870
*
```

natural (NBO) atomic charge list, values in e, 5 entries: atom 1 (C): -0.63, atom 2 (C): 0.07, atom 3 (C): -0.08, atom 4 (H): 0.21, atom 5 (H): 0.22


Computed values of energy above the lowest of the compared OMol25 structures with the same formula, charge and spin (unit: kJ/mol) for the preceding records, in sequence: 133.5 131.5 132.0 170.2 145.6 161.4.